Entry 1:
The following is a quantum chemistry calculation of a structure of composition C9H26FHfN2O3 at a distorted geometry, from the OMol25 dataset.

Each line ends with the Mulliken charge.
Cartesian coordinates (Å):
Hf -0.03608 -2.08120 -0.13120  1.479
F 0.04203 0.47451 1.93493  -0.582
C 0.79050 3.12832 5.99326  -0.431
O 1.35281 3.15009 4.68899  -0.256
H 1.05403 3.95225 6.65643  0.282
H -0.29236 3.15399 5.87143  0.304
H 0.97562 2.15875 6.45560  0.287
H 0.95985 2.35026 4.33199  0.355
C -4.95678 1.71533 -1.55767  -1.580
C -4.39420 0.37885 -2.06688  0.304
C -4.79784 0.10086 -3.61588  -0.824
O -4.29946 -1.13799 -4.09526  -0.169
C -4.63292 -1.45881 -5.42557  -0.666
N -2.97061 0.37407 -1.89413  -0.320
H -4.69069 2.57830 -2.16807  0.459
H -4.78092 1.88401 -0.49526  0.415
H -6.03755 1.79692 -1.67331  0.432
H -4.82957 -0.38139 -1.41835  0.243
H -4.37054 0.90038 -4.22109  0.466
H -5.85753 0.26638 -3.81024  0.491
H -4.28417 -2.46819 -5.64384  0.274
H -4.21984 -0.71688 -6.10896  0.348
H -5.70698 -1.54233 -5.59138  0.349
H -2.74853 1.19156 -1.34414  0.321
H -2.61129 0.63712 -2.80065  0.333
C 5.30858 -2.39340 2.33083  -1.426
C 4.10393 -1.69925 1.74768  0.133
C 4.46665 -1.11231 0.40150  -0.884
O 3.27236 -0.46201 -0.06987  -0.061
C 3.46307 0.91353 -0.39962  -0.683
N 2.97867 -2.56511 1.60041  -0.301
H 5.26318 -2.68546 3.37999  0.400
H 6.12072 -1.67805 2.46054  0.402
H 5.64676 -3.13759 1.60980  0.439
H 3.82852 -0.84514 2.36634  0.276
H 4.71451 -1.90719 -0.30194  0.330
H 5.36515 -0.50803 0.52666  0.501
H 4.25180 0.97424 -1.14950  0.368
H 3.68119 1.49936 0.49331  0.312
H 2.59505 1.29594 -0.93663  0.244
H 2.84097 -2.64121 2.59808  0.328
H 3.44192 -3.45329 1.47153  0.309

Its multiplicity is 1. The calculation puts the LUMO energy at -0.5808 hartree. The orbital gap comes out at 1.588 eV. For the largest force on an atom, the calculation gives 3.253 eV/Å. Its net charge is +3.


Entry 2:
The following is a quantum chemistry calculation of a structure of composition C9H26N2O7Yb at a distorted geometry, from the OMol25 dataset.

Each line ends with the Mulliken charge.
Cartesian coordinates (Å):
O 0.02488 -3.65961 0.74895  -0.698
H -0.18679 -4.63283 0.65344  0.095
Yb -0.24119 -0.29604 0.11840  0.550
N 1.44649 0.54989 -1.22626  0.402
N -1.10537 1.29889 -1.45376  0.321
O 2.83686 0.28847 -1.12180  -0.502
O -2.41567 1.76043 -1.78450  -0.544
C 1.17102 1.50509 -2.12562  0.395
C -0.22135 1.89931 -2.26508  0.429
C 2.22738 2.10481 -3.00099  -1.423
C -0.68405 2.81616 -3.35019  -1.560
H 3.14618 1.51202 -2.90174  0.438
H 2.48036 3.14074 -2.70521  0.325
H 1.88844 2.09723 -4.05258  0.380
H -1.70533 3.14871 -3.14176  0.466
H -0.73734 2.22928 -4.28478  0.358
H -0.03779 3.69274 -3.52347  0.404
H 2.93002 -0.48327 -0.52416  0.328
H -3.06005 1.24902 -1.26761  0.342
O 0.16925 2.02844 1.14494  -0.478
H 0.91938 2.55357 1.50106  0.284
H -0.33784 2.57635 0.51620  0.304
C -1.03685 -2.13152 -1.55137  -0.955
H -0.68088 -3.17465 -1.27070  0.239
H -0.62211 -1.69512 -2.50681  0.241
H -2.16624 -2.02391 -1.59095  0.286
O 2.76405 -2.71098 0.13363  -0.633
H 2.30707 -3.39478 0.68489  0.297
H 2.34569 -2.87076 -0.72667  0.328
C 1.70034 -0.56008 2.77007  -0.769
O 0.72749 -1.20898 1.92439  0.318
C -0.33080 -1.96362 2.49944  -0.906
C -1.51413 -1.09688 2.83940  -0.383
O -1.92522 -0.21760 1.74652  -0.133
C -2.82496 0.87901 2.03883  -0.684
H 2.17803 -1.33760 3.37570  0.315
H 1.34831 0.27847 3.39819  0.286
H 2.41592 -0.12233 2.07880  0.228
H -0.39577 -2.93499 1.62401  0.168
H 0.01346 -2.47834 3.39926  0.602
H -2.38467 -1.69490 3.20412  0.415
H -1.26470 -0.44928 3.72444  0.348
H -3.71766 0.55528 2.58425  0.332
H -2.32043 1.67676 2.58986  0.304
H -3.12346 1.29738 1.07723  0.141

Its multiplicity is 2. The calculation puts the LUMO energy (alpha / beta) at -0.1836 / -0.1840 hartree. The orbital gap (alpha / beta) comes out at 4.866 / 4.835 eV. For the largest force on an atom, the calculation gives 3.346 eV/Å. Its net charge is +1.


Entry 3:
The following is a quantum chemistry calculation of a structure of composition C9H26O3SSi2 at a distorted geometry, from the OMol25 dataset.

Each line ends with the Mulliken charge.
Cartesian coordinates (Å):
C -2.45768 2.48573 -1.81225  -1.601
C -1.73203 1.15935 -2.03432  1.777
C -1.69630 0.79221 -3.52045  -1.842
C -2.27469 -0.01122 -1.18359  -1.589
C -1.18180 -0.68098 -0.34847  0.911
C -1.48519 -2.15811 -0.09881  -1.733
C -0.95490 0.08344 0.95964  -0.831
O 0.45510 0.25174 1.20295  -0.086
Si 0.99996 1.70721 1.76185  0.390
O 2.47284 1.98368 1.05673  -0.165
Si 2.47291 2.72305 -0.43071  0.418
S 3.91826 1.88447 -1.74796  -0.309
H -1.73991 3.29600 -1.88858  0.335
H -2.91209 2.55795 -0.83128  0.420
H -3.20155 2.66547 -2.58175  0.407
H -0.69750 1.31571 -1.75172  -0.424
H -0.85303 0.13466 -3.68919  0.386
H -1.54377 1.69030 -4.10842  0.464
H -2.61742 0.29878 -3.80179  0.420
H -2.67387 -0.75827 -1.85915  0.494
H -3.06821 0.33700 -0.53421  0.414
H -0.23808 -0.64405 -0.87622  0.235
H -2.54825 -2.34366 -0.00538  0.378
H -0.93637 -2.51974 0.76328  0.395
H -1.13678 -2.72168 -0.95720  0.423
H -1.35603 -0.50650 1.78144  0.381
H -1.47270 1.03907 0.94924  0.406
H 0.07062 2.81741 1.48984  -0.152
H 1.21268 1.58511 3.21323  -0.199
H 1.10459 2.68946 -0.97821  -0.119
H 2.86785 4.13014 -0.24758  -0.150
H 3.18936 1.07277 -2.51755  0.128
C 2.88291 -2.96056 2.10166  -1.042
C 1.81637 -2.50246 3.07846  0.171
O 0.92962 -3.56482 3.43146  -0.532
H 2.42080 -3.36116 1.19898  0.271
H 3.53912 -2.13521 1.82202  0.297
H 3.49440 -3.75380 2.53930  0.391
H 1.20394 -1.72459 2.62651  -0.145
H 2.27447 -2.09230 3.98520  0.311
H 1.45236 -4.26158 3.84302  0.298

Its multiplicity is 1. The calculation puts the LUMO energy at 0.0196 hartree. The orbital gap comes out at 10.557 eV. For the largest force on an atom, the calculation gives 1.212 eV/Å. The energy above the lowest of the compared OMol25 structures with the same formula, charge and spin is 43.5 kJ/mol.


Entry 4:
The following is a quantum chemistry calculation of a structure of composition C9H27Co2N9O22P at a distorted geometry, from the OMol25 dataset.

Each line ends with the Mulliken charge.
Cartesian coordinates (Å):
Co 0.24632 1.36641 2.81266  0.758
Co -2.65116 -0.45233 0.79760  0.648
P -0.39967 -0.03903 0.67355  1.459
O 0.85377 0.63446 1.19897  0.881
O -1.23014 0.67934 1.79599  -1.195
O -0.92741 -1.38431 1.01450  -0.962
O -1.36473 0.34943 -0.48331  -0.400
C -0.39588 -2.37401 4.02810  -0.500
N 0.59785 -1.39964 4.58865  0.751
O 0.85139 -0.35757 3.96730  -0.496
O 1.00746 -1.67104 5.67569  -0.442
H -0.72374 -3.03827 4.82771  0.413
H 0.17340 -2.90738 3.26682  0.284
H -1.08177 -1.72822 3.47981  -0.004
C -0.32849 3.54962 -0.83309  -0.474
N -0.06471 4.00316 0.53792  0.689
O -0.16881 5.24858 0.73059  -0.498
O 0.17546 3.19981 1.44588  -0.355
H -0.28724 4.41150 -1.49910  0.431
H -1.35982 3.19823 -0.86449  0.172
H 0.27939 2.70679 -1.16208  -0.071
C -2.33609 -4.46511 0.68127  -0.395
N -2.59972 -5.12559 1.98367  0.819
O -3.33756 -6.11577 2.04185  -0.502
O -1.96580 -4.67773 2.94604  -0.513
H -2.19067 -5.25240 -0.05841  0.344
H -1.42156 -3.88842 0.81968  0.080
H -3.23444 -3.86228 0.54840  0.149
C 3.55451 1.68426 -1.27055  -0.276
N 3.59170 3.11837 -1.71985  0.967
O 2.61922 3.53343 -2.28714  -0.566
O 4.55228 3.74135 -1.29790  -0.525
H 4.53881 1.40169 -0.89716  0.393
H 3.30046 1.02798 -2.10292  0.387
H 2.78842 1.71524 -0.49579  -0.453
C 4.06466 0.55162 2.49357  -0.397
N 3.43357 1.89609 2.32750  0.962
O 2.42202 2.17197 3.02107  -0.595
O 3.97626 2.71113 1.59114  -0.457
H 4.62064 0.65593 3.42530  0.315
H 4.57411 0.37777 1.54577  0.246
H 3.21760 -0.11997 2.63342  -0.037
C -0.50464 1.29975 -3.89822  -0.488
N -1.28527 2.55152 -3.93931  0.995
O -0.65126 3.55746 -4.15253  -0.515
O -2.46974 2.52981 -3.74958  -0.596
H 0.53821 1.37727 -3.59074  0.197
H -0.49238 0.83640 -4.88476  0.426
H -0.96667 0.59144 -3.21053  -0.095
C 2.46697 -1.94752 -0.06515  -0.083
N 3.86902 -2.33047 -0.31993  0.948
O 4.10907 -3.36458 -0.96733  -0.546
O 4.70264 -1.58331 0.11817  -0.571
H 1.82207 -2.75954 -0.40105  0.306
H 2.25354 -1.05081 -0.64693  -0.067
H 2.29382 -1.71040 0.98456  -0.045
C -4.60755 2.12864 -1.40189  -0.583
N -4.66364 2.14943 0.08889  0.772
O -5.41174 2.86436 0.71400  -0.409
O -3.83142 1.41295 0.66117  -0.454
H -4.35776 1.13200 -1.76576  0.136
H -3.87965 2.87062 -1.73011  0.270
H -5.59465 2.33995 -1.81308  0.347
C -1.64643 -1.96943 -2.40265  -0.329
N -1.30015 -3.38138 -2.85883  0.943
O -0.31887 -3.88811 -2.37642  -0.523
O -2.12518 -3.96861 -3.48624  -0.553
H -2.46795 -2.01475 -1.68770  0.075
H -2.07190 -1.29888 -3.14926  0.365
H -0.77860 -1.44884 -1.99772  0.043

Its multiplicity is 7. The calculation puts the LUMO energy (alpha / beta) at -0.1783 / -0.1882 hartree. The orbital gap (alpha / beta) comes out at 8.402 / 7.997 eV. For the largest force on an atom, the calculation gives 5.550 eV/Å. Its net charge is +1. The energy above the lowest of the compared OMol25 structures with the same formula, charge and spin is 277.4 kJ/mol.